# 1
19
Properties=species:S:1:pos:R:3:forces:R:3 method="wB97M-V/def2-TZVPD" multiplicity=1 e_above_lowest_ev=4.201 charge=+1 orbital_gap_ev=7.2
C -2.550278 0.828920 -0.372088 -0.04 -0.52 -0.90
C -1.051176 -1.553384 1.059328 -1.32 -0.93 -3.14
C 2.416104 0.798190 -0.565703 -2.11 0.02 -0.88
N 0.883642 0.824718 -0.868102 -1.31 -0.18 1.13
N 2.621800 0.138242 0.766060 -0.04 0.53 0.83
Si -1.267784 -0.590133 -0.580223 1.12 3.49 2.05
H -3.428139 0.296681 -0.882874 0.61 0.94 0.94
H -2.750702 1.127097 0.667773 -0.17 -0.65 -0.27
H -2.429122 1.813586 -0.896154 0.25 -1.16 -0.02
H -1.939458 -1.358928 1.594196 -1.51 0.22 0.43
H -1.096496 -2.617459 0.778094 0.64 0.19 0.66
H -0.334042 -1.223944 1.737991 1.87 0.21 0.59
H 2.546540 -0.040041 -1.227628 1.34 -0.44 -0.45
H 0.405529 1.713415 -0.656391 0.71 -0.35 -0.11
H 0.893621 0.745610 -1.873740 -0.23 0.20 -0.31
H 2.286867 -0.796610 0.930414 -0.87 -0.80 0.00
H 2.309169 0.736255 1.541657 0.34 -0.20 -0.30
H 3.620189 0.022456 0.825201 0.68 0.40 0.27
H -1.136263 -0.864672 -1.977809 0.04 -0.99 -0.54



# 2
19
Properties=species:S:1:pos:R:3:forces:R:3 method="wB97M-V/def2-TZVPD" multiplicity=1 e_above_lowest_ev=4.565 charge=+2 orbital_gap_ev="8.5 / 8.5"
C -0.102586 3.299210 1.591115 0.41 -0.43 -2.60
C 0.637352 0.579526 2.311282 -1.68 4.30 1.85
C -1.546688 -4.943551 -5.886344 -3.22 3.69 1.98
N -1.146062 -5.209991 -4.706908 -0.30 0.23 0.93
N 1.327248 2.887450 3.458194 -2.44 2.66 3.35
N 0.121646 2.476714 2.729707 1.78 -3.75 0.57
H -0.234035 4.309611 1.901982 0.63 1.15 0.23
H 0.545191 3.164182 0.635785 -0.47 0.43 1.81
H -1.103139 3.127708 1.225360 -0.45 -0.70 0.05
H -0.234204 0.455829 1.698772 -0.14 -0.79 0.01
H 1.573812 0.669568 1.842206 1.01 0.04 -0.83
H 0.696682 0.247025 3.352177 -0.49 -0.37 -0.60
H -2.343196 -4.128945 -6.107760 1.35 -1.41 0.89
H -1.218773 -5.388539 -6.737315 1.50 -1.79 -2.09
H -0.432890 -5.943540 -4.659868 -0.16 0.20 0.62
H -1.508107 -4.759693 -3.778686 0.80 -0.99 -2.42
H 1.436947 2.316208 4.330613 -0.47 0.63 -0.81
H 2.176453 2.889418 3.033405 3.38 -0.83 -2.59
H 1.354347 3.951810 3.766283 -1.05 -2.26 -0.37



# 3
20
Properties=species:S:1:pos:R:3:forces:R:3 method="wB97M-V/def2-TZVPD" multiplicity=1 e_above_lowest_ev=7.207 orbital_gap_ev="6.3 / 9.1"
C 0.675036 -0.058760 1.448593 -0.44 0.14 -0.39
C 0.908504 -1.025921 -0.833284 -0.44 0.51 0.16
N 0.063222 -0.675319 0.291503 -2.49 0.30 -0.54
N -0.603130 -2.372403 1.091351 -0.65 -1.49 1.01
H -0.766093 -2.969088 0.276979 0.13 0.13 -0.08
H 0.244678 -2.754893 1.521009 0.01 0.09 -0.15
H 0.800936 1.012425 1.270603 0.36 0.06 0.13
H 1.621828 -0.552793 1.679672 -0.01 0.14 -0.11
H 0.005669 -0.170570 2.297802 -0.01 -0.10 0.04
H 1.510785 -0.165153 -1.126633 0.31 -0.02 -0.16
H 1.550879 -1.874965 -0.582682 0.00 0.14 0.05
H 0.279498 -1.301740 -1.677912 0.01 -0.06 -0.01
C -0.282369 1.912854 -1.443306 0.17 -0.04 0.02
N -1.203533 1.186602 -0.605328 -0.71 1.54 0.05
O -1.381139 2.015998 0.535798 0.04 -0.28 -0.65
H -2.294889 1.852634 0.802435 0.12 -0.18 0.09
H -1.003710 -0.391404 0.079524 3.76 -0.66 0.43
H -0.100637 1.326365 -2.342713 0.01 -0.03 0.02
H 0.679604 2.123968 -0.947850 -0.12 -0.08 0.02
H -0.705143 2.882166 -1.735561 -0.06 -0.11 0.06



# 4
21
Properties=species:S:1:pos:R:3:forces:R:3 method="wB97M-V/def2-TZVPD" multiplicity=1 e_above_lowest_ev=2.193 orbital_gap_ev=8.3
C 1.063677 0.811547 -2.008636 3.64 -0.61 -0.92
C -0.377600 1.500531 -0.083046 2.08 -3.76 0.24
C -0.184964 1.423403 -1.534385 -2.00 -0.52 -1.65
N 0.133194 -0.124462 2.942504 1.18 -1.10 -1.24
N -1.489576 -1.312094 0.866422 -1.48 -1.16 -0.69
N 1.265539 -1.947171 0.884349 -2.98 -0.21 1.30
Si 0.029422 -0.783880 1.346787 0.60 2.54 -2.00
S -1.730847 0.732263 -2.451943 0.99 -0.23 0.79
H 1.187739 0.742739 -3.127602 -0.47 0.16 1.09
H 2.034971 1.355202 -1.666421 -1.78 -0.30 -0.33
H 1.262287 -0.183624 -1.599877 -0.50 -0.18 -0.07
H -1.320480 1.406951 0.301875 -2.30 0.65 0.85
H 0.334537 2.133395 0.314089 1.01 1.48 1.42
H -0.219579 2.372166 -2.044307 -0.11 1.00 0.24
H 0.117641 -0.842012 3.633866 0.07 -0.32 0.91
H -0.601441 0.511257 3.083287 -1.10 0.97 0.48
H -1.728921 -2.317201 1.062730 0.04 1.53 -0.77
H -1.746339 -0.933744 -0.075964 0.01 -1.02 1.42
H 1.600094 -2.533606 1.617745 0.27 -0.56 0.56
H 2.010979 -1.475779 0.527915 2.79 1.43 -1.38
H -1.640331 -0.535880 -1.989388 0.03 0.22 -0.25



# 5
20
Properties=species:S:1:pos:R:3:forces:R:3 method="wB97M-V/def2-TZVPD" multiplicity=1 e_above_lowest_ev=2.637 charge=+1 orbital_gap_ev=11.6
C 2.555349 0.838076 0.049623 -0.06 0.83 1.86
C 1.402282 -0.114653 -0.139978 -0.80 1.15 -1.96
C 0.040286 0.381722 0.268482 -1.62 1.12 1.12
N -0.306174 0.315373 1.516066 3.40 -1.56 2.27
N -2.136062 1.446887 -0.275403 -1.10 -4.36 -0.28
N -0.809831 1.012055 -0.568776 0.47 -0.29 1.07
N -1.555001 -2.167644 -0.128057 0.89 -3.74 -0.19
H 2.366881 1.869638 -0.180983 -0.94 0.67 0.34
H 2.952645 0.776161 1.074223 0.17 0.14 -0.51
H 3.291863 0.699708 -0.685463 1.33 -1.14 -0.63
H 1.651854 -1.096837 0.189664 -0.29 -0.69 0.66
H 1.357514 -0.176507 -1.210326 -0.33 -0.52 -0.82
H -1.164638 0.687706 1.861777 -0.51 0.15 0.22
H 0.475465 -0.070572 2.175623 -2.59 1.05 -1.37
H -2.882097 0.724091 -0.715926 2.47 2.02 1.37
H -2.381409 2.339844 -0.620772 0.54 1.18 -0.58
H -0.457143 0.893405 -1.461181 -0.14 0.29 -2.67
H -2.587707 -2.415208 -0.082646 1.66 0.30 -0.24
H -1.232641 -2.429250 -1.101954 -0.98 0.75 0.90
H -1.068133 -3.075826 0.324225 -1.57 2.64 -0.59



# 6
20
Properties=species:S:1:pos:R:3:forces:R:3 method="wB97M-V/def2-TZVPD" multiplicity=1 e_above_lowest_ev=3.484 charge=+1 orbital_gap_ev=11.3
C -1.721466 -2.439480 0.308767 2.07 0.18 1.37
C -0.889124 -1.200258 -0.003088 1.42 -3.18 -1.97
C 0.531464 1.499453 0.370749 2.74 2.45 -0.01
N -0.545618 -1.013637 -1.499011 -0.59 -1.43 1.81
N 0.912180 0.932620 -0.728600 -3.73 -2.28 1.78
N 1.228162 2.521054 0.877766 -0.64 0.15 1.43
N 2.360074 3.008175 0.300586 2.37 2.54 -0.71
H -1.419358 -3.417994 -0.217320 -0.02 1.55 1.43
H -1.702445 -2.307238 1.428957 0.25 -1.68 -0.71
H -2.720338 -2.293283 0.159211 -2.79 0.44 -1.12
H 0.057037 -1.343242 0.501948 0.48 -0.09 0.00
H -1.261902 -0.320966 0.428488 -1.17 1.19 0.03
H -0.275347 -1.919587 -1.946699 -0.03 1.05 0.83
H -1.436553 -0.796475 -1.864621 -1.02 0.49 -1.13
H 1.481246 1.310490 -1.429797 1.32 0.93 -0.46
H -0.284396 1.291126 1.045370 -0.32 -0.86 -0.52
H 0.923255 3.013923 1.708684 -0.37 -0.48 0.03
H 2.216018 4.066194 0.126879 0.66 -2.37 0.32
H 3.279821 2.853230 0.855600 -2.38 0.26 -0.95
H 0.204434 0.055459 -0.999790 1.75 1.14 -1.44



# 7
19
Properties=species:S:1:pos:R:3:forces:R:3 method="wB97M-V/def2-TZVPD" multiplicity=1 e_above_lowest_ev=1.050 orbital_gap_ev=10.0
C -1.340256 0.641361 0.643582 -0.51 -0.22 1.23
C -0.306042 -0.420655 1.021703 1.36 0.91 -1.42
N -0.468995 -1.739422 0.417625 -0.60 -0.46 0.09
C -0.248615 -1.769006 -1.041926 -0.03 0.68 1.01
H -1.039823 1.492131 1.257681 -0.21 0.44 -0.44
H -1.404844 0.896549 -0.420844 0.29 -0.06 0.33
H -2.349892 0.381249 0.997339 0.17 -0.07 -0.19
H 0.640308 0.034793 0.633343 -0.27 -0.67 0.25
H -0.108346 -0.535237 2.092453 -0.61 0.08 -0.08
H -1.444329 -1.964197 0.597719 0.15 -0.49 0.00
H -0.418153 -2.752814 -1.489610 -0.18 0.25 0.28
H 0.796830 -1.506243 -1.169013 0.13 0.07 -0.39
H -0.890833 -0.987903 -1.448166 0.12 -0.20 -0.86
H -0.154978 5.185244 -3.371968 -0.13 0.05 -0.15
H 0.632071 4.300064 -2.418648 0.00 0.32 -0.05
O 0.506066 5.224068 -2.678988 0.13 -0.37 0.20
H 2.225535 -1.839738 2.047888 -0.03 0.25 -0.21
H 0.903290 -2.393147 1.339831 0.19 0.14 0.16
O 1.618495 -2.574836 1.990520 0.05 -0.63 0.25



# 8
19
Properties=species:S:1:pos:R:3:forces:R:3 method="wB97M-V/def2-TZVPD" multiplicity=1 e_above_lowest_ev=3.285 orbital_gap_ev=9.2
C 0.488437 -1.342528 0.004016 2.49 2.74 -0.67
N -0.826031 -0.737369 -0.134244 -2.35 -1.99 0.91
C -1.804987 -1.815751 -0.779431 -2.98 6.39 4.41
C -1.344457 -0.260626 1.163951 1.16 2.87 0.35
H 1.070305 -1.083583 0.904573 -1.01 -0.63 0.51
H 1.204596 -0.735682 -0.643986 -0.86 -1.04 -0.18
H 0.612166 -2.368990 -0.268767 -0.23 -0.72 0.06
H -2.178747 -2.514558 0.006137 -0.29 0.70 -0.75
H -2.513488 -1.149143 -1.422400 0.54 -1.71 1.58
H -1.221094 -2.256203 -1.383074 4.01 -3.66 -4.64
H -1.607266 -0.875811 1.993260 -0.01 -1.79 0.27
H -2.192306 0.436242 1.149060 -0.19 -0.30 -1.05
H -0.596293 0.444897 1.651109 -0.31 -0.88 -0.83
H 0.077995 4.211214 -0.017681 -3.81 3.22 2.59
H 0.412674 3.604720 -1.238654 0.95 -0.32 0.96
O 0.738674 3.699902 -0.306681 2.90 -2.95 -3.54
H 2.777925 0.729027 -0.756102 0.30 -1.18 -0.39
H 3.383125 1.432717 0.218504 0.70 1.77 1.70
O 3.518763 0.581534 -0.139594 -1.00 -0.52 -1.28



# 9
20
Properties=species:S:1:pos:R:3:forces:R:3 method="wB97M-V/def2-TZVPD" multiplicity=1 e_above_lowest_ev=0.368 orbital_gap_ev=9.9
C 0.742615 0.881360 1.400765 -0.05 -0.48 -0.16
C 1.826535 0.378652 0.479033 -0.51 0.76 -1.45
C 2.055416 -1.119063 0.525896 0.73 -0.68 -0.23
S 1.608472 -2.090001 -0.983020 -0.27 0.46 0.37
N -0.501974 0.189482 1.097731 -0.41 -0.05 -0.59
H 0.612366 1.944323 1.242192 -0.05 0.26 0.12
H 1.096248 0.699147 2.394563 -0.01 0.07 1.05
H 1.511830 0.706301 -0.525184 0.08 -0.38 0.03
H 2.738312 0.947554 0.622630 0.28 -0.11 0.41
H 1.540648 -1.576365 1.367138 -0.14 -0.08 0.06
H 3.108311 -1.350243 0.661202 0.08 0.19 0.22
H 1.692334 -1.029508 -1.792461 -0.03 -0.09 -0.18
H -1.261226 0.292141 1.752193 0.15 0.21 0.31
H -0.367069 -0.797882 0.942744 0.08 -0.18 0.05
H -3.130703 -0.702050 -2.014775 -0.02 0.05 0.00
H -4.286916 0.232142 -1.819233 -0.07 -0.28 -0.07
O -4.096355 -0.704938 -1.959824 0.07 0.25 0.06
H -1.203119 0.572525 -0.662977 0.11 0.04 -0.27
H -2.127266 1.619366 -1.207405 0.00 0.09 -0.27
O -1.558458 0.907059 -1.521211 -0.03 -0.06 0.54



# 10
20
Properties=species:S:1:pos:R:3:forces:R:3 method="wB97M-V/def2-TZVPD" multiplicity=1 e_above_lowest_ev=2.322 orbital_gap_ev=9.7
C -1.239666 -1.827245 0.884860 -2.40 1.81 2.02
N -0.345989 -1.581625 -0.171737 0.08 0.38 0.53
C 0.740207 -0.732132 -0.048712 0.16 0.78 0.31
O 0.544042 0.691882 0.026365 -1.28 1.46 -0.42
C -2.738845 -2.022089 0.449421 1.34 -0.70 -2.16
H -1.276066 -0.938439 1.686016 0.55 -1.91 -1.72
H -0.968702 -2.732885 1.337476 0.61 -1.10 1.40
H -0.667166 -1.747789 -1.084114 -0.40 -0.17 -1.09
H 1.270048 -0.960646 -0.958254 1.30 0.18 0.04
H 1.251785 -0.812136 0.943158 0.02 -0.97 -1.14
H -0.175181 1.104029 -0.525863 1.06 -1.23 0.55
H -3.337507 -1.430442 1.174903 -0.24 -0.74 -1.11
H -3.020002 -3.142922 0.287026 0.30 2.03 0.91
H -2.680864 -1.654140 -0.649798 -1.09 0.05 1.85
H 1.836565 6.288834 -3.266917 0.96 -0.15 -0.52
H 0.736945 5.875878 -4.016420 -1.11 -0.44 -0.83
O 1.677837 5.898108 -4.147994 0.15 0.59 1.34
H 2.193455 0.207784 2.309395 0.00 0.24 0.73
H 3.497020 -0.479095 2.653595 -1.98 1.24 1.63
O 2.702083 -0.004930 3.117594 1.99 -1.35 -2.34



# 11
20
Properties=species:S:1:pos:R:3:forces:R:3 method="wB97M-V/def2-TZVPD" multiplicity=1 e_above_lowest_ev=1.204 orbital_gap_ev=8.8
C 0.452439 -0.645425 0.268018 -0.56 -0.23 0.77
C 0.068303 -0.194180 -1.103689 0.68 -0.27 -0.16
C -1.174734 -0.139709 -1.574452 -0.09 0.05 0.41
N -1.543859 0.191819 -2.867224 0.42 -0.04 0.13
H 0.800525 0.148328 0.933731 -0.26 0.24 -0.08
H 1.257313 -1.386086 0.363549 -0.14 -0.05 -0.66
H -0.438954 -1.110635 0.708997 0.23 0.16 0.29
H 0.889665 0.031539 -1.761469 0.24 0.21 -0.41
H -1.978292 -0.342962 -0.875326 -0.22 -0.24 -0.18
H -2.512749 0.278969 -3.100047 -0.06 0.17 0.10
H -0.909242 0.807588 -3.346021 -0.18 -0.03 -0.21
H 2.098161 -2.715448 4.949624 0.08 0.33 0.04
H 0.853901 -2.995723 5.718984 -0.08 0.31 0.14
O 1.452462 -2.265451 5.510477 0.01 -0.64 -0.19
H 0.393152 5.732139 0.931539 -0.22 0.21 0.11
H -0.040298 7.198054 0.858520 0.00 -0.02 0.01
O -0.275271 6.353314 1.254611 0.22 -0.19 -0.12
H 0.267547 -3.588336 -1.646429 -0.06 -0.04 -0.20
H 0.990586 -2.600507 -2.523233 -0.14 -0.02 -0.13
O 0.517023 -3.440324 -2.567719 0.14 0.08 0.32



# 12
20
Properties=species:S:1:pos:R:3:forces:R:3 method="wB97M-V/def2-TZVPD" multiplicity=1 e_above_lowest_ev=1.831 orbital_gap_ev=8.2
C 0.329011 -1.808738 1.178878 -0.48 -0.19 0.37
C -0.797730 -1.072183 1.355383 3.09 -1.18 -3.23
N -1.088231 -0.305711 0.211238 -2.92 1.30 0.70
C -2.494172 0.074807 -0.004666 0.48 1.04 1.54
H 0.867451 -1.814680 0.216172 -0.58 0.33 0.43
H 0.764996 -2.512008 1.854452 -0.09 -0.01 0.83
H -1.457035 -1.036653 2.203232 -0.09 0.10 0.08
H -0.538560 -0.185277 -0.615616 0.79 -0.88 0.37
H -2.829437 0.058645 -1.051517 0.18 -0.14 0.45
H -3.110706 -0.530872 0.661097 -0.25 -0.42 -0.60
H -2.630791 1.079084 0.454360 -0.24 -0.11 -0.82
H 1.179388 1.964073 0.573122 -0.01 0.06 0.25
H 0.148453 1.206087 1.322299 0.14 -0.19 0.23
O 1.002120 1.641621 1.468902 -0.25 0.26 -0.44
H 0.039065 -0.390200 -2.933430 0.02 -0.14 -0.19
H 1.159811 0.061264 -2.026176 0.13 -0.07 0.03
O 0.829896 -0.719370 -2.492912 -0.12 0.39 0.20
H 3.071960 1.073839 -1.488407 0.36 -0.02 0.24
H 2.969729 1.578745 -0.003130 0.25 -0.37 -0.10
O 2.584782 1.637527 -0.883283 -0.42 0.24 -0.34



In order of appearance, E_tot = -14169.58914; -7772.03445; -9833.09611; -26504.78372; -9274.90747; -9274.06012; -8906.37620; -8904.14097; -19742.07418; -10952.45008; -10953.56715; -10952.94028 eV.